Record 1
Here is 17 unconnected molecules or ions with the total composition C74H197N15O22 from the Open Molecules 2025 dataset. Energies are from the ωB97M-V functional and the def2-TZVPD basis.

The HOMO-LUMO gap is 8.95 eV.

ORCA input file:
```
! RIJCOSX wB97M-V def2-TZVPD def2/J DEFGRID3
* xyz 0 1
C -5.20589 -4.27721 -4.57229
C -5.04392 -2.88200 -4.06284
C -5.23735 -1.94132 -5.22892
O -6.46625 -2.12888 -5.87094
C -6.87223 -1.17785 -6.80259
N -5.90444 -2.67330 -2.91723
H -6.09815 -4.36445 -5.20436
H -5.21545 -4.97930 -3.73758
H -4.34677 -4.55119 -5.16400
H -4.04296 -2.63006 -3.68792
H -4.41039 -2.01070 -5.93602
H -5.12022 -0.92062 -4.78971
H -6.24384 -1.22664 -7.72627
H -6.89071 -0.13458 -6.37209
H -7.92731 -1.33745 -7.10208
H -5.95426 -1.65402 -2.78778
H -6.83985 -3.01755 -2.99240
C 0.18139 4.51525 0.83533
C 0.62422 5.81120 1.46833
C 1.34610 6.57914 0.37802
O 2.57528 6.04911 -0.05004
C 3.27638 6.86485 -0.94641
N -0.53100 6.69043 1.80677
H -0.43056 4.77212 -0.05882
H -0.34068 3.72848 1.40016
H 1.07345 3.99631 0.47194
H 1.24693 5.66410 2.34284
H 1.48723 7.62251 0.74452
H 0.62781 6.61990 -0.47081
H 4.32371 6.82969 -0.69998
H 3.04575 7.93829 -0.83592
H 3.05685 6.63220 -1.99240
H -1.24950 6.14859 2.27402
H -0.24715 7.40997 2.48696
C 2.34440 -8.11813 3.23611
C 2.95359 -7.19508 4.26198
C 1.88617 -6.23385 4.75394
O 0.70995 -6.91394 5.11261
C -0.44236 -6.13108 5.14980
N 3.50626 -7.99170 5.35556
H 2.99504 -8.87892 2.84075
H 1.72058 -7.59296 2.50083
H 1.56536 -8.68456 3.76191
H 3.74825 -6.53856 3.92284
H 1.64959 -5.49021 3.97708
H 2.27932 -5.65406 5.57184
H -0.75394 -5.63459 4.23445
H -0.39025 -5.36283 5.88692
H -1.32191 -6.64982 5.45811
H 2.77260 -8.44912 5.87798
H 4.12262 -8.70321 4.98882
C 3.09698 2.43463 -8.91259
C 3.07677 2.81185 -7.43231
C 1.79617 3.61025 -7.16698
O 1.80933 4.02767 -5.77771
C 0.67441 4.72488 -5.37101
N 3.13355 1.64867 -6.58746
H 4.10892 2.02383 -9.04864
H 3.09698 3.26607 -9.64287
H 2.31411 1.74689 -9.28216
H 3.88967 3.49140 -7.21157
H 0.84804 3.08466 -7.32928
H 1.97981 4.53989 -7.75130
H 0.74318 4.96956 -4.33322
H -0.26144 4.11718 -5.46376
H 0.62109 5.64507 -5.90044
H 3.00846 1.87371 -5.61728
H 2.40357 1.00611 -6.84338
C 2.65318 1.06863 -2.25848
C 3.42114 2.31126 -1.91921
C 3.84320 3.01686 -3.22564
O 4.38290 4.24347 -2.79653
C 4.60259 5.11248 -3.93430
N 2.59104 3.12782 -1.08243
H 1.62996 1.23153 -2.56265
H 2.60947 0.40843 -1.37504
H 3.07941 0.49092 -3.09488
H 4.32858 2.02674 -1.42957
H 2.97402 3.16875 -3.87956
H 4.58451 2.42574 -3.76936
H 4.99688 6.03320 -3.53200
H 3.66011 5.20968 -4.50013
H 5.40129 4.68664 -4.50813
H 1.66692 3.33856 -1.49999
H 3.08541 3.96089 -0.75068
C 1.85168 -2.25769 6.56429
C 3.32997 -1.86991 6.44509
C 4.35883 -3.02064 6.66899
O 4.21429 -3.65987 7.88716
C 4.74670 -4.95729 7.93500
N 3.46504 -1.18119 5.18789
H 1.19658 -1.34088 6.58164
H 1.68168 -2.78857 7.47070
H 1.59075 -2.92019 5.76827
H 3.52813 -1.09413 7.22715
H 5.38805 -2.60140 6.58160
H 4.20823 -3.76934 5.89500
H 4.27648 -5.69192 7.27631
H 4.68832 -5.23633 8.97849
H 5.84523 -4.93007 7.75258
H 4.37471 -0.75571 5.01692
H 3.14035 -1.65133 4.33677
C -0.86864 -4.65979 -5.05492
C -0.45113 -3.95575 -3.78857
C 0.45956 -2.72562 -3.95561
O 1.70887 -3.19451 -4.50396
C 2.75626 -2.20424 -4.74311
N -1.61318 -3.48665 -3.03442
H -1.06420 -3.84814 -5.79007
H -1.71941 -5.29999 -4.99087
H -0.06196 -5.34281 -5.38944
H 0.20249 -4.61220 -3.15572
H 0.68584 -2.30332 -2.98933
H -0.02507 -1.95964 -4.65303
H 3.68260 -2.76826 -4.82936
H 2.94940 -1.59568 -3.85852
H 2.58009 -1.63398 -5.62015
H -2.08283 -4.29524 -2.69352
H -1.43155 -2.84787 -2.30534
C -4.49378 8.89255 -0.79623
C -3.52519 8.09955 0.11050
C -4.21682 6.76184 0.26139
O -3.46842 5.91981 1.13774
C -3.84028 4.56776 1.01588
N -2.19062 7.95769 -0.45109
H -4.62386 8.45973 -1.78472
H -4.10449 9.93041 -0.94988
H -5.46754 9.09502 -0.28564
H -3.48209 8.53041 1.11744
H -4.22258 6.26397 -0.71912
H -5.23503 6.91832 0.66742
H -3.85612 4.38392 -0.04775
H -4.84319 4.37203 1.42218
H -3.17104 3.92819 1.54152
H -1.52268 7.61997 0.27994
H -1.93407 8.90708 -0.78815
C -5.13983 -3.72020 0.65779
C -4.52889 -4.69163 -0.40079
C -3.12807 -5.11808 -0.12455
O -2.31664 -4.04569 0.20406
C -0.91619 -4.38733 0.12771
N -5.41302 -5.85515 -0.54462
H -4.29994 -3.06096 0.92206
H -5.32907 -4.25549 1.57550
H -5.92502 -3.07980 0.28743
H -4.43555 -4.10827 -1.34425
H -2.71553 -5.66280 -0.99503
H -3.17369 -5.80599 0.75034
H -0.40348 -3.43966 0.07698
H -0.76723 -4.97808 -0.79787
H -0.64724 -4.98999 1.03599
H -6.36032 -5.47653 -0.59185
H -5.39154 -6.42049 0.29414
C -0.82155 1.18420 -0.76397
C -0.77538 -0.34076 -0.38655
C -0.60636 -0.42451 1.16130
O -0.20646 -1.68857 1.50996
C 0.12502 -1.94449 2.86229
N -1.96085 -1.02741 -0.89234
H -0.01222 1.81758 -0.35695
H -1.79702 1.65362 -0.54677
H -0.73670 1.21719 -1.84306
H 0.10700 -0.71774 -0.86983
H -1.58299 -0.06823 1.60450
H 0.20038 0.26033 1.40657
H 0.57848 -2.93631 2.90753
H -0.64276 -2.04757 3.63044
H 0.86745 -1.23666 3.29435
H -2.09430 -1.95339 -0.48553
H -2.74789 -0.47138 -0.69179
C 2.49503 -5.52594 -1.23333
C 3.32696 -4.51985 -1.97468
O 3.49075 -4.78261 -3.30302
H 2.68124 -6.58758 -1.48304
H 1.44361 -5.36717 -1.56598
H 2.50006 -5.33608 -0.15500
H 4.28116 -4.51631 -1.46440
H 2.92791 -3.49352 -1.81808
H 2.70541 -4.41097 -3.70833
C -1.27570 7.99640 -4.13634
C -1.92145 6.70685 -3.75340
O -1.47071 6.25155 -2.50378
H -1.59450 8.82782 -3.55637
H -1.48131 8.18405 -5.22100
H -0.16265 7.82366 -4.17124
H -1.67080 5.94767 -4.49592
H -3.03057 6.77968 -3.89673
H -1.81297 6.77628 -1.74155
C 3.92228 1.23554 1.50189
O 4.29000 -0.05022 1.12756
C 3.14922 -0.87830 1.07139
C 3.67447 -2.30318 1.04098
N 4.16093 -2.59400 2.40218
C 4.30031 -3.99706 2.66587
C 5.31785 -4.73592 1.80167
O 5.41967 -6.07475 2.30522
C 6.11905 -6.93571 1.44441
H 4.87529 1.80932 1.46588
H 3.49232 1.25991 2.52027
H 3.27496 1.74321 0.79421
H 2.58294 -0.63877 0.20953
H 2.47751 -0.79914 1.92868
H 4.36635 -2.39468 0.17805
H 2.86905 -3.03715 0.93227
H 5.05215 -2.16006 2.60923
H 3.32656 -4.46238 2.52243
H 4.55887 -4.12103 3.70057
H 6.32068 -4.30759 1.82443
H 4.92186 -4.79589 0.75996
H 5.49962 -7.24001 0.62379
H 6.33775 -7.86381 2.03009
H 7.10003 -6.55003 1.10135
C -0.01460 -4.17456 -8.47949
O 0.61499 -2.92229 -8.11197
C 0.20788 -2.01344 -9.17589
C 0.81898 -0.66695 -8.89151
N 0.52647 -0.11861 -7.61155
C -0.80128 0.43812 -7.54453
C -1.24440 0.70926 -6.11549
O -1.72505 -0.47239 -5.57833
C -2.05056 -0.29611 -4.26200
H 0.45591 -4.55042 -9.34406
H -1.12013 -4.09311 -8.69536
H 0.13585 -4.84411 -7.65797
H -0.89805 -1.95473 -9.11625
H 0.45272 -2.42365 -10.17647
H 0.57936 0.02754 -9.71685
H 1.94277 -0.77971 -8.98309
H 0.62961 -0.83284 -6.89618
H -1.56838 -0.23458 -7.92852
H -0.78148 1.40387 -8.11459
H -2.03977 1.51519 -6.16775
H -0.46207 1.16368 -5.50001
H -2.78231 0.52170 -4.11814
H -1.20103 0.05734 -3.65745
H -2.29592 -1.23650 -3.78874
C -3.27249 3.22053 -2.90227
O -4.11095 2.65775 -1.89047
C -4.72307 1.47098 -2.29605
C -5.72309 1.14305 -1.19754
N -4.88528 0.93061 -0.03840
C -5.52679 0.54782 1.19283
C -4.49400 0.21870 2.21519
O -3.73478 1.37758 2.38449
C -3.04987 1.39643 3.61283
H -3.83846 3.41616 -3.82447
H -2.52207 2.50027 -3.22846
H -2.80532 4.10749 -2.45411
H -3.95339 0.65622 -2.32391
H -5.21702 1.55617 -3.29072
H -6.25726 0.23670 -1.39865
H -6.48022 1.90519 -1.04317
H -4.28930 1.77549 0.14552
H -6.14083 -0.32207 1.01663
H -6.16628 1.33747 1.50499
H -3.87842 -0.63299 1.83412
H -4.97758 -0.06237 3.16002
H -2.47408 0.54817 3.89397
H -3.72830 1.63082 4.42823
H -2.30870 2.16569 3.42427
C 1.67376 7.71709 5.79514
O 2.54523 6.83990 6.49534
C 3.80699 6.68751 5.79819
C 4.55974 5.64177 6.58146
N 3.91227 4.34573 6.70199
C 3.89288 3.59387 5.44849
C 3.08852 2.31607 5.52998
O 1.70297 2.62976 5.51292
C 0.85677 1.65090 4.88815
H 0.71592 7.61089 6.25096
H 1.53475 7.36176 4.73790
H 2.04997 8.78330 5.86531
H 4.34751 7.64048 5.82665
H 3.63331 6.43965 4.73960
H 4.72044 5.94903 7.59681
H 5.56850 5.54719 6.19188
H 3.00544 4.44154 7.12372
H 4.93026 3.31182 5.31262
H 3.60361 4.21742 4.55696
H 3.34511 1.79248 6.48034
H 3.38024 1.70479 4.64620
H -0.16672 1.93454 4.94740
H 0.93150 0.73160 5.37199
H 1.04404 1.57656 3.82484
C -0.10396 0.76329 8.97368
O -0.43052 -0.22830 7.98708
C -1.70034 0.02686 7.39605
C -2.07402 -1.17418 6.57887
N -2.60765 -2.20708 7.47112
C -2.28020 -3.53679 7.00581
C -2.89655 -3.88805 5.66766
O -2.27759 -3.15593 4.62526
C -2.88420 -3.45232 3.38840
H -0.83766 0.78702 9.78386
H -0.07056 1.76083 8.47627
H 0.92368 0.56735 9.35944
H -1.59487 0.88718 6.81949
H -2.46797 0.19826 8.12938
H -1.09489 -1.48958 6.18182
H -2.65944 -0.88481 5.76064
H -3.57925 -2.13789 7.80466
H -2.51779 -4.20948 7.86567
H -1.23301 -3.60497 6.74503
H -3.97669 -3.81262 5.69565
H -2.65303 -4.92967 5.41880
H -2.44251 -2.87097 2.54315
H -3.93169 -3.20680 3.45827
H -2.79410 -4.48809 3.04380
*
```

Record 2
Here is 2 unconnected molecules or ions with the total composition C24H46BClN3O14P2S2 from the Open Molecules 2025 dataset. Energies are from the ωB97M-V functional and the def2-TZVPD basis.

The HOMO-LUMO gap is 9.26 eV.

ORCA input file:
```
! RIJCOSX wB97M-V def2-TZVPD def2/J DEFGRID3
* xyz 1 1
C -4.86608 -3.99374 -4.19752
C -3.39226 -3.68512 -4.48234
O -2.57811 -3.90083 -3.33704
C -1.94275 -2.73945 -2.82853
C -2.97005 -1.89413 -2.08517
C -2.61041 -0.80215 -1.02484
C -4.07982 -0.33842 -0.71244
C -4.45096 1.01255 -0.13631
O -4.66582 1.92522 -0.85439
O -4.63529 1.11219 1.21544
C -1.73023 0.38583 -1.56986
C -1.61399 0.43720 -3.10626
O -1.64194 1.77750 -3.56397
O -3.05136 2.08448 -3.71238
C -0.40162 0.83059 -0.81168
C 0.63456 1.31175 -1.86101
C -0.63619 2.20174 -0.06906
B -1.64358 2.70085 1.04812
O -1.36094 2.55438 2.39379
O -2.73867 3.46080 0.70612
C 0.38170 -0.30387 0.06865
C 0.55744 0.25060 1.47105
C 1.16440 -0.54751 2.63695
C 1.30889 0.43454 3.80547
Cl 2.85627 1.30685 3.68704
N 1.69068 -0.57203 -0.55298
C 2.92973 -0.04067 0.01413
C 1.83521 -1.53075 -1.49762
C 3.11574 -2.29689 -1.66327
O 0.88372 -1.79830 -2.24610
N -0.43102 -1.62231 0.07104
P 0.29954 -3.18033 0.78791
O 1.82473 -2.78677 0.95490
O 0.26117 -4.11548 -0.48790
S -0.36483 -4.05414 2.33536
C -1.96615 -1.50064 0.26931
N -2.32896 -2.91665 0.15239
C -3.19608 -3.52273 0.76290
S -4.31302 -4.27374 1.50523
P -2.54952 -0.96353 1.95868
O -1.94309 -1.63062 3.12101
H -5.18674 -4.91572 -4.66947
H -5.52459 -3.16999 -4.45587
H -4.97332 -4.15842 -3.12648
H -3.04974 -4.34099 -5.27925
H -3.29909 -2.65866 -4.83999
H -1.53086 -2.19703 -3.67750
H -1.13473 -3.13464 -2.23585
H -3.75721 -2.54030 -1.71204
H -3.50594 -1.36121 -2.86844
H -4.63062 -0.33339 -1.64678
H -4.57924 -1.11612 -0.13269
H -5.57626 1.21584 1.40799
H -2.36219 1.26316 -1.44033
H -2.47869 -0.02041 -3.57214
H -0.74445 -0.06304 -3.51469
H -3.01136 2.83746 -4.31693
H 1.51146 1.71721 -1.36619
H 0.90359 0.57800 -2.60807
H 0.22453 2.15144 -2.41134
H 0.33380 2.58493 0.24863
H -0.91479 2.87667 -0.87808
H -2.17530 2.59220 2.90916
H -2.67241 4.32504 1.12885
H -0.43054 0.50207 1.83182
H 1.07715 1.19994 1.43906
H 2.15287 -0.93741 2.44489
H 0.46779 -1.30702 2.98462
H 0.53327 1.19226 3.75352
H 1.24438 -0.08428 4.75314
H 2.82128 0.98175 0.35498
H 3.36539 -0.66724 0.78557
H 3.65971 0.02577 -0.78763
H 3.55215 -2.03369 -2.62220
H 2.83792 -3.34619 -1.68851
H 3.81564 -2.17296 -0.85021
H -0.43284 -1.85889 -0.94312
H 2.23228 -3.51194 1.45543
H 0.54477 -3.67804 -1.31186
H -3.93162 -1.09469 1.90707
H -2.33873 0.41031 1.98620
C 5.31287 3.16250 3.87873
O 5.83797 4.41177 3.42781
C 7.10829 4.62643 3.77797
O 7.79604 3.87076 4.41013
O 7.47428 5.81310 3.30586
C 8.82522 6.17775 3.61135
H 4.28792 3.11712 3.53241
H 5.87844 2.33238 3.45696
H 5.32799 3.10526 4.96542
H 9.52191 5.46414 3.17739
H 8.97225 6.23435 4.68739
H 8.97903 7.15638 3.16846
*
```

Record 3
Here is 12 unconnected molecules or ions with the total composition H24O12 from the Open Molecules 2025 dataset. Energies are from the ωB97M-V functional and the def2-TZVPD basis.

The value obtained for the energy above the lowest of the compared OMol25 structures with the same formula, charge and spin is 492.38 kJ/mol. As for the SMILES: O.O.O.O.O.O.O.O.O.O.O.O. The HOMO-LUMO gap is 10.46 eV.

ORCA input file:
```
! RIJCOSX wB97M-V def2-TZVPD def2/J DEFGRID3
* xyz 0 1
O 0.09320 0.49461 -0.01460
H -0.68658 0.76558 0.50380
H -0.23996 0.31551 -0.89831
O -1.09316 -2.73608 -3.63307
H -1.01643 -2.07922 -2.91708
H -0.18532 -2.81555 -3.80448
O 1.40897 -1.18043 -0.45184
H 1.46548 -1.38851 -1.38640
H 1.76770 -1.98880 -0.02527
O 3.28360 -1.96951 1.63836
H 2.62459 -2.44156 2.08424
H 3.83179 -1.46939 2.34113
O -3.19769 2.78672 -1.62326
H -2.41197 2.26212 -1.33069
H -3.82850 2.28804 -2.02915
O -2.83934 0.78406 2.26572
H -1.82877 0.76634 2.36034
H -3.05499 1.03407 1.35357
O -0.19225 -3.92989 -0.80855
H -0.12873 -4.90765 -0.91686
H 0.63801 -3.59589 -0.73086
O -1.45715 -1.75551 0.88108
H -2.20984 -2.21519 1.36347
H -0.89497 -1.24136 1.42544
O 1.47969 3.42341 0.11457
H 2.06432 3.21394 0.87503
H 1.41606 2.63026 -0.41951
O 1.48737 0.90211 2.03668
H 0.69004 0.56199 2.41517
H 1.10200 1.46245 1.26041
O -1.08573 4.91286 3.31657
H -0.99115 3.99641 3.23285
H -0.12285 5.22978 3.23318
O 1.40265 -0.96971 -3.65603
H 1.57827 -1.03850 -4.59465
H 1.13164 -0.10750 -3.46098
*
```

Record 4
Here is a single C3H2FNOS molecule from the Open Molecules 2025 dataset. Energies are from the ωB97M-V functional and the def2-TZVPD basis.

The value obtained for the energy above the lowest of the compared OMol25 structures with the same formula, charge and spin is 551.75 kJ/mol. As for the SMILES: O=[S@]1(F)=C=NC=C1. The HOMO-LUMO gap (alpha / beta) is 7.31 / 7.31 eV.

ORCA input file:
```
! RIJCOSX wB97M-V def2-TZVPD def2/J DEFGRID3
* xyz 0 1
O 0.41082 2.21599 -0.43927
S 0.35639 1.26167 0.64528
F 0.10487 0.19816 1.96724
C -1.69449 0.68516 0.24885
N -1.35393 -0.31808 -0.32693
C -0.19637 -1.05043 -0.51965
C 0.87884 -0.35896 -0.16822
H -0.38489 -1.91866 -1.17423
H 1.87876 -0.71484 -0.23307
*
```

no.,M (g/mol),F_max (eV Å⁻¹)
1,1649.47,3.0
2,772.99,2.4
3,216.18,4.9
4,119.12,3.9